ORCA calculation (the ωB97M-V functional and the def2-TZVPD basis) on a cluster of 10 separate species, C14H30F2N8O22 in total in a non-equilibrium geometry.

Last column: Mulliken charge in e.
Cartesian coordinates (Å):
C -1.25998 -0.56977 9.91147  -0.667
N -1.12281 0.34881 8.72453  0.827
O 0.04373 0.45788 8.31639  -0.507
O -2.05846 0.86686 8.16544  -0.511
H -2.22765 -1.04467 9.74970  0.294
H -1.34130 -0.05963 10.87128  0.275
H -0.43649 -1.28334 9.93953  0.289
C 1.15775 6.47426 5.03472  -0.653
N 2.29965 7.29154 4.57919  0.858
O 2.37837 8.45927 4.98545  -0.527
O 3.07583 6.81218 3.84417  -0.508
H 0.51121 6.17254 4.21068  0.263
H 0.56847 7.06390 5.73700  0.294
H 1.63048 5.60434 5.49066  0.274
C 6.11919 0.37887 2.53391  -0.609
N 6.81757 -0.17084 3.72985  0.743
O 7.65173 -1.09633 3.46910  -0.479
O 6.64131 0.35662 4.85448  -0.473
H 5.82035 -0.57972 2.10976  0.273
H 6.75740 0.93969 1.85106  0.262
H 5.24917 0.97585 2.80736  0.283
C 6.47454 -5.66361 -0.84990  -0.717
N 5.05080 -5.54896 -0.42161  0.850
O 4.15495 -5.57310 -1.27020  -0.513
O 4.86952 -5.24408 0.73835  -0.501
H 6.78240 -6.69669 -1.01139  0.278
H 7.11631 -5.28209 -0.05575  0.318
H 6.56166 -5.10994 -1.78475  0.285
C -0.58482 -0.19190 0.73703  -0.613
N -1.74420 -0.04150 -0.25169  0.801
O -2.23887 -1.04383 -0.72992  -0.496
O -2.17671 1.10323 -0.37034  -0.505
H -1.09185 -0.37870 1.68368  0.262
H 0.02560 0.70814 0.66351  0.272
H 0.01200 -1.04128 0.40466  0.279
C -7.89598 3.12859 2.68951  -0.670
N -7.98142 1.68333 3.08866  0.809
O -7.95543 0.81352 2.21921  -0.497
O -8.10030 1.53044 4.29408  -0.499
H -7.16005 3.61422 3.33033  0.285
H -8.83223 3.59078 3.00248  0.275
H -7.59527 3.31770 1.65904  0.297
C -1.45437 7.66977 -1.91293  -0.662
N -0.01233 7.66344 -2.14034  0.798
O 0.54121 8.72652 -2.52357  -0.497
O 0.52655 6.60310 -1.88932  -0.490
H -1.89050 6.77736 -2.36182  0.288
H -1.94272 8.53659 -2.35817  0.295
H -1.60312 7.52299 -0.84314  0.268
C -1.08550 -1.76204 -6.82350  -0.688
N -2.17683 -2.67407 -6.80756  0.850
O -2.01241 -3.83860 -6.38632  -0.520
O -3.25445 -2.35719 -7.24648  -0.505
H -1.26740 -1.05740 -7.63498  0.305
H -0.23313 -2.35382 -7.15721  0.289
H -1.02544 -1.29537 -5.84029  0.270
C 5.66228 0.23193 -7.92281  -0.406
C 5.06863 1.57344 -7.75956  0.376
O 4.26420 1.44259 -6.67363  -0.292
C 4.79915 0.56877 -5.85261  0.705
O 4.52747 0.41074 -4.65816  -0.566
O 5.62338 -0.20321 -6.58144  -0.345
F 4.37982 1.72250 -8.79188  -0.279
H 6.68892 0.20864 -8.28831  0.241
H 5.14802 -0.48327 -8.56477  0.249
H 5.81882 2.36238 -7.70583  0.317
C -6.16454 -6.58683 -1.27457  -0.400
C -5.15414 -7.01722 -0.27057  0.292
O -5.81565 -8.06799 0.31197  -0.318
C -7.14111 -7.86406 0.34625  0.720
O -7.92731 -8.63340 0.99424  -0.578
O -7.37269 -6.79709 -0.41500  -0.328
F -5.04437 -6.10030 0.69952  -0.280
H -6.13315 -7.13489 -2.21624  0.286
H -6.14091 -5.53003 -1.54051  0.287
H -4.16253 -7.33663 -0.59115  0.319

Results
* lowest unoccupied orbital energy: -0.22 eV
* DFT total energy: -2843.63487 a.u.

---

ORCA calculation (the ωB97M-V functional and the def2-TZVPD basis) on an isolated molecule of C4H2Cl2O2 in a non-equilibrium geometry.

Last column: Mulliken charge in e.
Cartesian coordinates (Å):
C -0.06221 0.03597 0.54106  0.446
C -0.16504 1.22824 1.45864  -0.074
C 0.09495 0.15201 -0.79389  0.284
C 0.20466 -0.97618 -1.78105  -0.115
H -0.06833 2.21265 0.96147  0.304
H 0.34590 -0.62977 -2.82658  0.329
O -0.30505 1.11416 2.64910  -0.432
O 0.14334 -2.15013 -1.49426  -0.447
Cl -0.18194 -1.46596 1.33399  -0.091
Cl 0.21617 1.70506 -1.56471  -0.205

Results
* lowest unoccupied orbital energy: -1.48 eV
* DFT total energy: -1224.43798 a.u.

---

ORCA calculation (the ωB97M-V functional and the def2-TZVPD basis) on a cluster of 11 separate species, C68H133Cl11N7O7 in total in a non-equilibrium geometry.

Last column: Mulliken spin population.
Cartesian coordinates (Å):
C 9.89943 -8.10041 -3.08298  -0.006
C 8.75818 -7.73937 -2.15847  0.022
C 9.50003 -7.70390 -0.75648  0.006
C 8.55022 -7.22459 0.29130  -0.005
C 8.06985 -5.82988 -0.07941  0.018
C 7.33155 -5.80707 -1.42751  0.013
N 8.20109 -6.35706 -2.44308  0.295
O 7.70094 -6.21834 -3.77506  0.632
C 5.90142 -6.43591 -1.23612  0.028
C 7.16184 -4.27533 -1.61425  -0.003
C 7.73192 -8.91607 -2.24080  0.023
H 10.28391 -9.11579 -2.98661  0.000
H 10.71751 -7.38120 -3.04340  -0.002
H 9.61606 -8.11005 -4.13546  0.000
H 9.83031 -8.74104 -0.69861  0.000
H 10.38147 -7.06269 -0.75875  -0.001
H 8.90797 -7.24110 1.32078  0.000
H 7.71540 -7.92056 0.20879  0.000
H 8.86981 -5.09594 0.01808  -0.005
H 7.27119 -5.64564 0.63913  0.000
H 5.53936 -6.96071 -2.12020  -0.005
H 5.91265 -7.24904 -0.51032  -0.001
H 5.14375 -5.75697 -0.84487  -0.001
H 6.43126 -4.04940 -2.39098  0.000
H 6.83163 -3.77945 -0.70148  0.001
H 8.07492 -3.72303 -1.83642  -0.005
H 6.79884 -8.77576 -1.69511  -0.003
H 8.25000 -9.86467 -2.09991  0.002
H 7.35892 -8.99179 -3.26219  -0.004
C 6.25637 4.64654 -5.03971  0.015
C 6.28404 3.36995 -5.83503  -0.008
C 4.76669 2.94575 -5.92085  0.013
C 4.40901 1.94987 -7.00749  -0.004
C 4.93099 2.53613 -8.36162  0.010
C 6.48072 2.91130 -8.34383  -0.015
N 6.92406 3.62977 -7.13493  0.379
O 8.27401 4.09814 -7.17504  0.550
C 7.26763 1.51212 -8.45658  0.046
C 6.70666 3.65405 -9.65241  0.018
C 7.05457 2.26789 -5.00219  0.030
H 5.57469 4.71872 -4.19225  0.001
H 6.18183 5.49861 -5.71538  -0.011
H 7.19774 4.71179 -4.49413  0.000
H 4.38571 2.53725 -4.98487  0.000
H 4.12930 3.82552 -6.00936  -0.001
H 3.32094 1.90812 -7.05689  0.000
H 4.83646 0.97701 -6.76474  -0.001
H 4.31809 3.37044 -8.70278  -0.002
H 4.83973 1.76119 -9.12270  -0.001
H 6.77589 0.71667 -7.89661  -0.003
H 7.30341 1.17012 -9.49092  0.000
H 8.31093 1.62854 -8.16318  -0.007
H 7.73074 4.02556 -9.68917  0.002
H 6.67925 2.98956 -10.51601  -0.001
H 5.97873 4.43040 -9.88799  -0.006
H 7.03550 1.20175 -5.22820  -0.003
H 6.86722 2.23826 -3.92882  0.001
H 8.11906 2.49234 -5.06981  -0.003
C 0.02845 -1.06701 -1.78141  0.021
C 1.29844 -0.36647 -1.21192  -0.025
C 1.21084 1.19098 -1.23665  0.027
C 0.38412 1.91640 -0.24749  -0.005
C 0.92003 1.43243 1.19101  0.024
C 0.97227 -0.05768 1.33080  -0.004
N 1.56455 -0.77204 0.17826  0.384
O 1.95366 -2.20015 0.43245  0.552
C 1.77803 -0.23030 2.64717  0.002
C -0.44851 -0.53657 1.72383  0.026
C 2.49711 -0.70986 -2.12611  0.013
H -0.82826 -1.19581 -1.11995  0.000
H 0.28266 -2.02971 -2.22491  -0.001
H -0.46771 -0.42955 -2.51323  0.001
H 2.23632 1.56030 -1.22652  -0.003
H 0.97207 1.56174 -2.23346  0.000
H -0.69472 1.79150 -0.34016  0.000
H 0.59564 2.97783 -0.37681  0.000
H 0.30864 1.96960 1.91610  -0.001
H 1.89704 1.91550 1.20492  0.002
H 1.71758 -1.27589 2.94910  0.000
H 2.82875 -0.00601 2.46329  -0.004
H 1.46431 0.45089 3.43815  -0.001
H -0.52498 -1.61603 1.85428  -0.004
H -0.81192 -0.14644 2.67453  0.001
H -1.17904 -0.31451 0.94593  -0.002
H 3.44950 -0.40787 -1.69039  -0.008
H 2.29189 -0.23827 -3.08715  -0.001
H 2.50277 -1.79129 -2.26238  0.002
C -7.61721 -3.15914 -8.01342  0.028
C -6.58527 -4.31675 -7.72353  -0.007
C -5.23192 -3.89818 -8.23673  0.018
C -4.34677 -3.00157 -7.42636  -0.003
C -4.20948 -3.52203 -5.96303  0.020
C -5.58930 -3.78901 -5.36635  -0.014
N -6.46284 -4.62736 -6.24685  0.371
O -7.63443 -5.21414 -5.62158  0.575
C -5.34517 -4.51225 -4.03130  0.005
C -6.23265 -2.43272 -5.00754  0.030
C -7.03563 -5.51545 -8.56779  0.005
H -8.62240 -3.32356 -7.62526  -0.003
H -7.70160 -2.99628 -9.08789  0.002
H -7.35203 -2.20208 -7.56419  -0.004
H -4.71237 -4.72339 -8.72377  -0.003
H -5.49534 -3.32322 -9.12451  -0.001
H -4.82077 -2.02559 -7.32205  -0.001
H -3.39270 -2.90103 -7.94380  0.000
H -3.65171 -2.74839 -5.43531  0.000
H -3.60346 -4.40871 -5.77694  -0.002
H -4.54493 -3.96221 -3.53616  0.000
H -6.24245 -4.51190 -3.41243  0.002
H -5.06521 -5.54813 -4.22283  -0.008
H -7.32006 -2.41423 -5.08033  -0.005
H -5.87489 -2.04873 -4.05221  -0.001
H -6.10532 -1.62545 -5.72879  -0.001
H -7.09568 -5.18427 -9.60453  0.001
H -7.99523 -5.90652 -8.22968  0.002
H -6.24903 -6.26914 -8.60408  -0.006
C -1.70973 1.51739 7.79020  -0.001
C -0.80392 1.92066 9.02195  -0.007
C -0.72301 0.54598 9.80694  0.014
C 0.43110 0.40075 10.85147  -0.006
C 1.68815 0.84440 10.12617  0.017
C 1.75484 2.30501 9.50053  -0.010
N 0.53464 2.45286 8.62519  0.387
O 0.58426 3.60149 7.69314  0.569
C 1.94919 3.31319 10.69612  0.022
C 3.00059 2.27679 8.67546  0.002
C -1.53084 2.97512 9.88859  0.030
H -1.98886 2.42186 7.24972  -0.003
H -2.52795 0.80853 7.91728  0.000
H -1.05861 0.93705 7.13649  -0.001
H -1.63358 0.39309 10.38623  -0.001
H -0.62979 -0.28628 9.10925  0.001
H 0.53986 -0.68110 10.92805  0.000
H 0.28808 0.91214 11.80338  0.000
H 1.93014 0.15332 9.31874  -0.004
H 2.53082 0.88677 10.81625  0.001
H 1.82739 4.34298 10.36027  -0.004
H 1.07751 3.33956 11.35002  -0.001
H 2.83303 3.06165 11.28233  0.002
H 3.82177 1.92885 9.30212  -0.001
H 2.83453 1.57229 7.86047  -0.002
H 3.21357 3.24768 8.22812  0.000
H -2.47967 2.59364 10.26582  0.001
H -1.70551 3.87045 9.29196  -0.004
H -0.98948 3.22121 10.80209  -0.003
C -5.12511 9.63865 4.71462  0.025
C -5.28824 9.32226 3.18833  0.007
C -4.14992 10.17680 2.45640  0.015
C -2.77174 9.44377 2.48570  -0.007
C -2.90258 8.00945 2.02418  0.016
C -3.87857 7.22549 2.80776  0.012
N -5.22465 7.91123 2.77981  0.317
O -6.32228 7.11148 3.27971  0.624
C -3.96973 5.84858 2.12320  -0.009
C -3.34490 6.94356 4.21208  0.020
C -6.54707 10.01290 2.69712  0.001
H -5.89569 10.31770 5.07958  -0.001
H -4.23265 10.18928 5.01201  0.000
H -5.20098 8.69666 5.25776  -0.003
H -4.52552 10.16736 1.43320  0.000
H -4.06618 11.19536 2.83536  -0.001
H -2.40438 9.48008 3.51129  0.000
H -1.96742 9.87840 1.89219  0.000
H -1.91472 7.57156 2.16731  0.001
H -3.18421 8.01616 0.97121  -0.001
H -3.10313 5.46618 1.58387  0.000
H -4.36975 5.10461 2.81210  0.002
H -4.71312 5.84163 1.32607  -0.003
H -3.14596 7.78677 4.87354  -0.003
H -4.01448 6.37616 4.85847  -0.005
H -2.46751 6.30019 4.27816  0.002
H -6.40646 11.09144 2.76837  0.001
H -7.45766 9.66567 3.18533  -0.002
H -6.78844 9.74899 1.66746  -0.004
C -8.33847 -0.62343 0.16932  0.010
C -7.52774 -0.29882 1.45896  0.002
C -8.30443 0.89141 2.09123  0.014
C -7.89893 1.15552 3.56561  -0.003
C -8.14999 -0.14983 4.40589  0.008
C -7.31225 -1.27864 3.87611  0.005
N -7.47669 -1.45190 2.33871  0.352
O -6.86540 -2.63092 1.77793  0.580
C -5.84069 -1.12530 4.30501  0.024
C -7.88605 -2.50990 4.64802  0.003
C -6.21332 0.20904 0.92998  0.031
H -7.95784 -1.56346 -0.23017  -0.002
H -8.36885 0.16545 -0.58225  0.000
H -9.31539 -0.92040 0.55080  -0.003
H -8.22694 1.84552 1.56991  -0.001
H -9.36186 0.63183 2.14178  -0.002
H -8.43138 2.03836 3.91943  0.000
H -6.84777 1.38828 3.73586  -0.001
H -9.21221 -0.37406 4.50342  -0.002
H -7.91174 0.17713 5.41803  -0.001
H -5.87936 -0.84533 5.35773  0.002
H -5.25892 -2.02537 4.10619  -0.002
H -5.38538 -0.35730 3.67973  -0.004
H -8.95625 -2.63921 4.48661  -0.003
H -7.32989 -3.44085 4.53793  0.000
H -7.71995 -2.44222 5.72318  0.000
H -6.32324 0.79702 0.01878  0.002
H -5.51560 -0.58237 0.65618  -0.004
H -5.62285 0.65735 1.72900  -0.005
Cl 3.33328 -3.39654 -7.60239  0.000
C 3.83113 -4.89973 -6.84357  0.000
C 2.76038 -5.47431 -5.86299  0.000
Cl 1.20776 -5.79590 -6.64106  0.000
H 4.84594 -4.74369 -6.47764  0.000
H 3.91278 -5.63019 -7.64847  0.000
H 2.49711 -4.86824 -4.99611  0.000
H 3.03350 -6.42502 -5.40510  0.000
C 4.18395 -4.46353 6.20511  0.000
Cl 5.09928 -5.85501 6.79377  0.000
Cl 4.61223 -4.19039 4.43897  0.000
Cl 4.58159 -3.05375 7.17239  0.000
H 3.13362 -4.68705 6.39204  0.000
C 2.98901 7.50129 4.03576  0.000
Cl 4.12191 6.97303 5.22283  0.000
Cl 1.83182 8.60368 4.78678  0.000
Cl 2.11981 6.09411 3.36064  0.000
H 3.47406 8.02463 3.21176  0.000
C -0.23957 -6.47126 -1.04445  0.000
Cl -1.32692 -5.80250 0.22990  0.000
Cl -1.09464 -6.78264 -2.51083  0.000
Cl 0.57843 -7.94455 -0.51398  0.000
H 0.53255 -5.74132 -1.28765  0.000

Results
* lowest unoccupied orbital energy (alpha / beta): 0.06 / -0.46 eV
* DFT total energy: -8642.05226 a.u.
* 2S+1: 8